A structure of composition C9H17EuNO6 at a distorted geometry, computed with the ωB97M-V functional and the def2-TZVPD basis.

Results
Multiplicity: 7
Calculated total energy: -1567.8314 a.u.
Molecular weight: 387.20 g mol⁻¹
Highest occupied orbital energy (spin up / spin down): -15.42 / -18.84 eV
Charge: +3

Each line ends with the Mulliken spin population.
Positions of all 34 atoms, in Å:
C1 -1.5383 3.2149 -3.8804  0.01
C2 -0.9947 1.6695 -4.0060  0.04
O1 -0.4087 1.1329 -2.7451  0.74
C3 0.1192 -0.2094 -3.1592  0.05
C4 0.6258 -1.0941 -1.8742  0.00
O2 -0.3114 -2.1345 -1.4237  0.00
C5 -0.7121 -1.9448 -0.0114  0.01
O3 0.0882 -2.7174 0.9560  0.00
C6 1.3425 -2.0363 1.3129  -0.01
O4 2.4592 -2.8077 1.3931  0.04
O5 1.4457 -0.5581 1.5389  0.21
N1 1.8070 -0.3086 2.8096  0.63
C7 2.0153 1.1834 3.0370  0.01
C8 0.8159 -0.9053 3.7862  0.21
C9 -0.8259 -0.7357 3.6944  0.15
O6 1.2794 -1.6636 4.7975  0.41
H1 -0.8840 3.9547 -4.5445  0.01
H2 -1.6202 3.6214 -2.7834  0.00
H3 -2.6459 3.2299 -4.3201  0.00
H4 -0.1269 1.6208 -4.8164  0.06
H5 -1.9061 0.9595 -4.2783  0.06
H6 -0.6578 -0.8352 -3.7715  0.02
H7 1.0341 0.0314 -3.8724  0.02
H8 0.9470 -0.3291 -1.0321  0.00
H9 1.6075 -1.6693 -2.2354  0.00
H10 -0.8283 -0.7928 0.2800  0.00
H11 -1.8211 -2.3797 0.0645  0.00
H12 1.4234 1.8640 2.2705  0.02
H13 3.1597 1.3943 2.8464  0.03
H14 1.7818 1.5208 4.1368  0.01
H15 -1.2444 0.0786 4.4395  0.07
H16 -1.3028 -1.7766 4.0317  -0.01
H17 -1.2208 -0.5581 2.5950  -0.03
Eu1 -2.9022 -0.0200 4.7642  3.26

Atomic forces in eV per Å
C -0.64 0.08 -0.46
C -0.73 2.41 -0.21
O -0.42 -1.60 -3.25
C 1.10 -1.87 0.85
C 1.81 0.28 -0.68
O 0.42 2.49 2.47
C -2.75 0.08 -0.97
O 2.57 4.41 -0.30
C 5.95 -8.06 -0.20
O -8.34 6.60 -0.30
O 0.12 -1.70 -0.39
N -3.55 2.05 0.78
C 1.75 1.64 -0.25
C -0.77 -4.35 5.01
C 3.58 -1.85 -2.26
O -2.12 3.88 -4.74
H -1.34 -1.75 1.56
H 0.40 -1.01 -2.10
H 2.48 -0.05 0.89
H -1.85 -0.25 1.46
H 1.93 1.07 0.44
H 1.18 1.45 1.05
H -1.68 -0.41 1.51
H -0.73 -1.59 -1.55
H -2.14 1.34 0.74
H 0.83 -2.32 -0.66
H 2.72 0.58 -0.17
H 1.04 -1.81 1.39
H -2.16 -0.40 0.35
H 0.41 -1.24 -2.16
H 4.77 0.16 -1.10
H 1.14 1.77 -0.39
H 0.64 0.07 2.05
Eu -5.61 -0.13 1.61

The ion C9H17N2 with charge +1 at a distorted geometry, computed with the ωB97M-V functional and the def2-TZVPD basis.

Results
Multiplicity: 1
Calculated total energy: -462.2898 a.u.
SMILES: CC(C)(C)/[NH+]=C/C=C\C=C\N
Molecular weight: 153.25 g mol⁻¹
Energy relative to the best compared isomer or geometry (same formula, charge and spin): 83.64 kcal per mole
Highest occupied orbital energy: -11.49 eV
Charge: +1

Each line ends with the Löwdin charge.
Positions of all 28 atoms, in Å:
C1 -2.8562 0.4765 -1.1639  0.00
C2 -2.0838 -0.2467 -0.0235  -0.59
C3 -1.9628 -1.7759 -0.1936  -0.01
C4 -2.6778 0.0129 1.3217  -0.04
N1 -0.7158 0.2911 -0.1559  0.06
C5 -0.1530 1.2333 0.5526  -0.07
C6 1.1307 1.7116 0.2413  -0.08
C7 2.2449 1.3088 -0.5285  -0.08
C8 3.1423 0.2644 -0.5587  -0.11
C9 3.5596 -0.5298 0.4914  -0.07
N2 4.5595 -1.3916 0.2863  0.19
H1 -3.8912 0.4052 -0.9514  0.08
H2 -2.4615 1.4445 -1.3170  0.07
H3 -2.5935 -0.0047 -2.0992  0.09
H4 -2.9867 -2.0521 -0.4994  0.11
H5 -1.8369 -2.3350 0.6830  0.07
H6 -1.3699 -1.9786 -1.0542  0.07
H7 -3.5771 -0.5976 1.5425  0.12
H8 -1.9162 -0.1797 2.0538  0.09
H9 -3.0774 1.0057 1.3465  0.08
H10 -0.1947 -0.2785 -0.9822  0.23
H11 -0.7877 1.7308 1.1188  0.09
H12 1.3398 2.8178 0.5241  0.15
H13 2.6103 2.1836 -1.2601  0.17
H14 3.6725 0.1526 -1.3840  0.07
H15 3.1904 -0.2841 1.4613  0.14
H16 4.7539 -1.6976 -0.5707  0.08
H17 4.9382 -1.6867 1.1190  0.10

Atomic forces in eV per Å
C 1.18 -2.06 0.24
C 0.23 -0.30 -0.65
C -2.81 1.70 -1.66
C -0.92 0.02 0.13
N 1.31 -3.00 -2.04
C 4.03 -2.28 -4.08
C 1.21 2.33 0.91
C -0.21 2.73 -1.13
C -2.51 -0.76 3.10
C -0.11 0.82 -1.85
N -3.07 2.70 3.86
H -1.09 0.26 -0.21
H -0.13 1.40 0.41
H -0.38 -0.43 -0.33
H 0.25 -0.18 -0.07
H 1.07 -0.59 1.23
H 0.88 -0.70 -0.39
H 0.72 -0.07 -0.37
H 0.08 0.08 0.77
H 0.15 0.92 0.49
H -1.08 2.23 2.82
H -2.54 2.37 3.08
H -1.00 -1.72 -0.49
H -0.80 -1.79 1.60
H 2.47 -0.19 -3.78
H 0.08 -0.37 0.82
H 1.38 -1.56 -3.86
H 1.60 -1.59 1.44

The ion C9H17N2 with charge +1 at a distorted geometry, computed with the ωB97M-V functional and the def2-TZVPD basis.

Results
Multiplicity: 3
Calculated total energy: -462.1127 a.u.
Molecular weight: 153.25 g mol⁻¹
Energy relative to the best compared isomer or geometry (same formula, charge and spin): 47.84 kcal per mole
Highest occupied orbital energy (spin up / spin down): -11.28 / -11.51 eV
Charge: +1

Each line ends with the Mulliken spin population.
Positions of all 28 atoms, in Å:
C1 -0.0661 -1.4602 -0.1884  0.46
C2 0.1847 0.1693 1.5471  1.21
C3 -0.2538 0.5744 -1.3178  0.12
C4 -1.7568 1.1585 2.7433  0.05
C5 1.3293 2.0601 -2.5881  0.01
C6 0.1030 -2.1632 2.0851  0.06
C7 0.6097 -1.5852 -2.4470  0.02
C8 -0.2246 0.9084 2.7620  0.04
C9 -0.1449 1.5476 -2.4683  0.03
N1 0.0600 -1.0800 1.0485  -0.08
N2 0.0559 -0.6929 -1.3589  -0.01
H1 0.1122 -2.5999 -0.2337  0.01
H2 -2.0427 2.1491 2.3779  0.00
H3 -2.1197 1.3531 3.7927  0.00
H4 -2.3113 0.4783 2.0893  0.00
H5 1.5275 2.6971 -1.6955  0.00
H6 1.4851 2.5717 -3.4742  0.00
H7 2.1295 1.2301 -2.4275  0.00
H8 -0.1935 -3.0642 1.5954  -0.01
H9 0.9394 -2.3212 2.6219  0.00
H10 -0.6577 -1.8826 2.8366  0.00
H11 1.5239 -2.1448 -2.1296  -0.01
H12 -0.1820 -2.2696 -2.7698  0.00
H13 0.7964 -0.9226 -3.2650  0.00
H14 0.2068 0.2454 3.5048  0.04
H15 0.1770 1.8946 2.9046  0.04
H16 -0.3779 0.8283 -3.2863  0.00
H17 -0.9093 2.3203 -2.2591  0.01

Atomic forces in eV per Å
C 1.21 -2.51 -1.58
C -0.57 0.90 -2.79
C -0.05 1.48 1.73
C -0.60 0.81 1.06
C 0.37 -1.89 3.48
C -4.35 0.66 -0.82
C -0.28 0.16 -0.09
C -0.32 -1.10 -0.64
C 0.45 -2.64 0.32
N 0.68 2.02 3.75
N 0.58 -1.70 0.55
H -0.69 2.07 -0.74
H 0.81 0.00 -0.69
H 0.13 -1.34 -0.84
H -0.11 -0.26 0.83
H -0.18 -0.03 -0.83
H 0.37 0.98 -1.65
H -1.54 1.10 -0.73
H -0.27 -0.67 -0.03
H 3.52 0.11 1.08
H 0.10 -0.34 -0.47
H -0.80 0.72 -0.19
H 0.23 -0.03 0.20
H 0.52 0.14 -0.59
H -0.61 0.18 1.27
H 1.00 0.15 -0.41
H -0.24 1.35 -0.53
H 0.65 -0.32 -0.66

A cluster of 2 separate species, C9H17N3O in total at a distorted geometry, computed with the ωB97M-V functional and the def2-TZVPD basis.

Results
Multiplicity: 1
Calculated total energy: -592.4703 a.u.
SMILES: CCN(C)C(C)=O.Cc1c[nH]cn1
Molecular weight: 183.26 g mol⁻¹
Energy relative to the best compared isomer or geometry (same formula, charge and spin): 106.46 kcal per mole
Highest occupied orbital energy: -8.34 eV

Each line ends with the Löwdin charge.
Positions of all 30 atoms, in Å:
C1 -1.5281 -0.9375 -1.2213  -0.10
C2 0.0468 -0.8748 -1.1860  -0.33
N1 0.7516 -2.0957 -1.4948  -0.11
C3 0.1920 -2.8158 -2.7262  -0.05
C4 1.0614 -2.6052 0.0157  -0.36
C5 1.8453 -1.6369 0.8675  -0.03
O1 0.5204 -3.6569 0.2526  0.08
H1 -1.8606 -1.5411 -0.3633  0.06
H2 -1.8371 -1.4767 -2.1103  0.04
H3 -2.0109 0.0531 -0.9183  0.09
H4 0.2852 -0.0919 -1.8991  0.09
H5 0.1175 -0.1432 -0.1931  0.14
H6 0.7127 -3.7524 -2.6663  0.06
H7 -0.7028 -3.3934 -2.4578  0.08
H8 0.3726 -2.3741 -3.6754  0.08
H9 1.3878 -1.4064 1.8039  0.06
H10 2.8169 -2.0862 1.4179  0.14
H11 2.0816 -0.8507 0.2023  0.05
C6 -2.2488 2.8857 1.2807  -0.06
C7 -0.7874 2.6047 1.0935  -0.35
C8 -0.0690 1.8019 1.9228  -0.12
N2 1.1705 2.2188 1.7651  0.00
C9 1.3191 3.1947 0.7567  -0.14
N3 0.0741 3.4822 0.3565  0.08
H12 -2.0780 3.5668 2.0703  0.06
H13 -2.9298 1.9980 1.4186  0.09
H14 -2.8175 3.4345 0.4960  0.08
H15 -0.2947 1.0604 2.6682  0.13
H16 2.0524 1.9005 1.9757  0.10
H17 2.3567 3.5377 0.5480  0.13

Atomic forces in eV per Å
C 0.42 -0.13 1.76
C -2.66 4.21 0.49
N 1.16 1.61 2.81
C 0.88 -2.43 4.62
C -2.55 -2.18 -4.08
C 2.40 -2.39 1.05
O 1.32 0.64 1.23
H 0.12 -0.36 -0.21
H -0.62 0.67 -0.22
H 0.73 -1.02 -1.36
H 0.29 0.10 -0.63
H 0.94 -2.73 -1.79
H 1.52 -0.41 -0.61
H -1.14 1.44 -0.70
H -0.30 0.82 -0.36
H -1.29 0.72 0.12
H -1.75 0.39 -2.16
H 0.54 1.16 0.07
C -0.91 -0.57 -1.81
C 0.24 1.00 -1.73
C -0.81 -0.12 0.04
N 3.43 2.58 -2.57
C -2.98 -1.52 1.87
N 0.29 -0.83 0.59
H -1.43 0.62 1.50
H 1.14 0.77 0.71
H 1.13 -0.17 0.09
H -0.39 0.02 -0.07
H 1.67 -1.92 1.62
H -1.38 0.07 -0.27